C40H104AsF6N6O6 as an isolated structure, computed with ωB97M-V with the def2-TZVPD basis set.

Calculated values
- Max |F|: 1.7 eV/A
- Charge: +5
- HOMO energy: -18.304 eV
- Frontier orbital gap: 8.9528 eV
- Spin multiplicity: 1
- LUMO level: -9.35 eV
- ΔE to the lowest compared entry with this formula, charge and spin: 0.00 kcal per mole

Geometry as XYZ:
```
163
C40H104AsF6N6O6 | the Open Molecules 2025 dataset | ωB97M-V with the def2-TZVPD basis set
C 1.124 -5.013 -0.095
C -0.075 -4.133 -0.390
N -1.120 -4.089 0.700
C -0.644 -3.190 1.792
C -2.377 -3.508 0.089
C -2.228 -2.177 -0.627
C -1.389 -5.489 1.209
C -2.694 -5.691 1.961
O -2.751 -4.831 3.076
C -4.011 -4.939 3.734
H 1.544 -4.795 0.888
H 1.903 -4.919 -0.846
H 0.840 -6.065 -0.103
H -0.557 -4.467 -1.309
H 0.249 -3.106 -0.559
H -0.686 -2.169 1.423
H 0.378 -3.450 2.048
H -1.309 -3.316 2.641
H -3.067 -3.411 0.928
H -2.776 -4.244 -0.607
H -1.957 -1.307 -0.033
H -3.234 -1.955 -1.003
H -1.604 -2.244 -1.514
H -0.540 -5.744 1.838
H -1.437 -6.115 0.318
H -2.691 -6.739 2.273
H -3.528 -5.488 1.280
H -3.946 -4.448 4.704
H -4.308 -5.971 3.928
H -4.782 -4.427 3.150
C 6.920 -1.297 -1.966
C 7.284 -1.630 -0.536
N 6.132 -1.733 0.408
C 5.503 -0.355 0.553
C 5.033 -2.629 -0.133
C 5.505 -4.035 -0.428
C 6.575 -2.226 1.758
C 7.593 -1.424 2.516
O 7.063 -0.184 2.956
C 8.011 0.547 3.719
H 6.776 -2.195 -2.569
H 7.734 -0.769 -2.464
H 6.060 -0.645 -2.121
H 7.982 -0.904 -0.125
H 7.828 -2.573 -0.548
H 4.694 -0.437 1.275
H 5.016 -0.166 -0.398
H 6.283 0.321 0.865
H 4.588 -2.107 -0.972
H 4.318 -2.680 0.689
H 5.563 -4.666 0.456
H 6.434 -4.078 -0.995
H 4.817 -4.562 -1.096
H 7.087 -3.174 1.556
H 5.702 -2.523 2.336
H 8.517 -1.224 1.957
H 7.918 -1.987 3.399
H 8.840 0.882 3.080
H 8.418 -0.053 4.536
H 7.544 1.452 4.095
C -6.326 0.406 -1.142
C -5.221 1.430 -0.944
N -5.555 2.833 -1.371
C -6.730 3.339 -0.617
C -4.342 3.711 -1.137
C -4.240 4.376 0.232
C -5.902 2.915 -2.854
C -4.909 2.309 -3.799
O -3.807 3.180 -3.942
C -2.838 2.690 -4.844
H -7.185 0.656 -0.525
H -5.944 -0.536 -0.747
H -6.612 0.241 -2.178
H -4.262 1.114 -1.345
H -5.061 1.554 0.131
H -7.626 2.790 -0.893
H -6.881 4.380 -0.889
H -6.566 3.192 0.445
H -4.257 4.468 -1.908
H -3.452 3.090 -1.208
H -3.358 5.014 0.242
H -4.128 3.644 1.035
H -5.109 4.985 0.477
H -6.134 3.944 -3.129
H -6.874 2.420 -2.905
H -5.394 2.207 -4.780
H -4.601 1.291 -3.530
H -2.498 1.675 -4.607
H -1.989 3.371 -4.825
H -3.216 2.704 -5.874
C -1.395 -2.214 6.826
C -1.231 -1.116 5.796
N -0.628 0.178 6.307
C -1.439 0.735 7.422
C 0.766 -0.149 6.824
C 1.657 1.069 7.074
C -0.652 1.201 5.198
C -0.162 0.784 3.834
O 1.158 0.340 3.915
C 1.867 0.269 2.676
H -1.815 -1.855 7.765
H -0.494 -2.772 7.075
H -2.114 -2.937 6.438
H -2.230 -0.821 5.463
H -0.620 -1.434 4.957
H -2.465 0.934 7.119
H -1.023 1.704 7.697
H -1.401 0.088 8.289
H 1.264 -0.769 6.090
H 0.610 -0.636 7.783
H 1.903 1.556 6.135
H 2.575 0.702 7.528
H 1.209 1.791 7.755
H -0.126 2.080 5.559
H -1.688 1.537 5.108
H -0.238 1.665 3.171
H -0.807 0.090 3.269
H 2.780 -0.256 2.943
H 2.103 1.258 2.274
H 1.321 -0.280 1.902
C 1.218 0.038 -6.383
C 0.002 -0.832 -6.243
C -0.150 -1.849 -7.353
O 0.853 -2.794 -7.212
C 0.958 -3.667 -8.347
N 0.141 -1.644 -4.944
H -0.263 -1.242 -4.097
H -0.064 -2.639 -5.063
H 1.152 -1.683 -4.768
H 1.298 0.784 -5.586
H 1.126 0.676 -7.267
H 2.164 -0.492 -6.476
H -0.931 -0.284 -6.124
H -0.259 -1.341 -8.322
H -1.168 -2.291 -7.301
H 1.453 -4.585 -8.040
H 1.562 -3.225 -9.139
H -0.042 -3.911 -8.710
C 0.423 8.021 -1.902
C -1.050 7.749 -2.169
C -1.318 6.275 -2.375
O -0.847 5.509 -1.301
C -0.638 4.136 -1.651
N -1.819 8.224 -0.937
H -2.822 8.087 -1.054
H -1.523 7.671 -0.126
H -1.596 9.202 -0.736
H 1.042 7.700 -2.733
H 0.681 7.467 -0.998
H 0.612 9.081 -1.729
H -1.484 8.316 -2.991
H -0.811 5.977 -3.302
H -2.389 6.071 -2.557
H -1.510 3.703 -2.153
H -0.424 3.623 -0.719
H 0.224 4.052 -2.317
As 1.234 0.397 -1.775
F 2.383 -0.408 -0.736
F 1.912 1.910 -1.419
F -0.043 1.081 -2.730
F 0.560 -1.208 -2.141
F 0.169 0.486 -0.394
F 2.257 0.212 -3.139
```

A 13-piece molecular cluster, C40H106O13 overall, computed with ωB97M-V with the def2-TZVPD basis set.

Calculated values
- Max |F|: 2.9 eV/A
- Charge: 0
- HOMO energy: -9.119 eV
- Frontier orbital gap: 9.5085 eV
- Spin multiplicity: 1
- LUMO level: 0.39 eV
- ΔE to the lowest compared entry with this formula, charge and spin: 12.44 kcal per mole

Geometry as XYZ:
```
159
C40H106O13 | the Open Molecules 2025 dataset | ωB97M-V with the def2-TZVPD basis set
C 1.871 5.534 2.719
C 1.924 6.216 4.076
O 3.221 6.081 4.658
C 4.181 6.892 4.083
C 5.535 6.487 4.650
H 0.846 5.514 2.347
H 2.434 6.038 1.934
H 2.238 4.508 2.739
H 1.542 7.236 4.053
H 1.298 5.725 4.821
H 4.179 6.765 3.001
H 3.906 7.893 4.418
H 5.486 6.417 5.737
H 6.300 7.230 4.424
H 5.918 5.547 4.255
C 5.280 -3.536 -5.794
C 4.128 -2.540 -6.173
O 3.293 -2.348 -5.062
C 2.086 -1.757 -5.488
C 1.131 -1.617 -4.299
H 6.042 -3.691 -6.558
H 5.847 -3.172 -4.938
H 4.905 -4.523 -5.524
H 4.494 -1.643 -6.672
H 3.656 -3.096 -6.982
H 2.374 -0.798 -5.919
H 1.513 -2.374 -6.181
H 0.131 -1.401 -4.676
H 1.525 -0.801 -3.692
H 1.050 -2.592 -3.820
C -3.802 1.077 -0.018
C -5.360 1.187 -0.032
O -5.896 1.635 1.220
C -7.265 1.495 1.464
C -7.725 0.003 1.588
H -3.268 2.016 0.123
H -3.441 0.317 0.675
H -3.478 0.714 -0.993
H -5.771 1.585 -0.959
H -5.684 0.150 -0.126
H -7.521 2.069 2.355
H -7.682 1.982 0.582
H -7.691 -0.668 0.730
H -8.787 -0.010 1.835
H -7.155 -0.551 2.334
C 4.381 1.871 3.517
C 4.854 3.096 2.704
O 4.057 3.110 1.545
C 4.364 4.196 0.684
C 3.367 4.343 -0.455
H 4.932 1.873 4.458
H 3.306 1.856 3.696
H 4.717 0.922 3.100
H 4.620 4.016 3.241
H 5.906 3.036 2.424
H 4.461 5.181 1.141
H 5.295 4.104 0.124
H 2.336 4.413 -0.110
H 3.392 3.524 -1.174
H 3.621 5.250 -1.004
C 0.861 1.557 1.831
C 0.275 1.194 0.484
O 0.346 -0.209 0.359
C -0.619 -0.676 -0.629
C -0.659 -2.177 -0.624
H 0.938 2.629 2.015
H 0.270 1.153 2.652
H 1.886 1.201 1.934
H -0.739 1.582 0.385
H 0.924 1.663 -0.255
H -1.662 -0.386 -0.507
H -0.377 -0.431 -1.663
H 0.291 -2.592 -0.960
H -1.406 -2.614 -1.287
H -0.859 -2.475 0.405
C -2.281 3.737 2.117
C -1.801 3.818 3.548
O -1.722 2.447 3.970
C -1.247 2.254 5.284
C 0.111 2.810 5.559
H -1.607 3.089 1.556
H -3.282 3.339 1.949
H -2.193 4.687 1.589
H -0.857 4.353 3.652
H -2.515 4.340 4.185
H -1.996 2.596 5.999
H -1.194 1.173 5.413
H 0.046 3.861 5.840
H 0.707 2.671 4.657
H 0.554 2.306 6.418
C -2.333 -8.467 -5.724
C -3.235 -7.637 -4.920
O -2.603 -6.939 -3.880
C -3.553 -6.121 -3.152
C -2.719 -5.222 -2.242
H -2.990 -8.953 -6.446
H -1.685 -7.873 -6.369
H -1.802 -9.087 -5.001
H -3.805 -7.028 -5.621
H -3.943 -8.357 -4.510
H -4.203 -5.597 -3.853
H -4.165 -6.791 -2.548
H -2.120 -5.731 -1.487
H -3.358 -4.488 -1.749
H -1.958 -4.681 -2.804
C -4.479 -2.669 0.601
C -5.498 -3.768 0.856
O -5.257 -4.197 2.188
H -4.632 -1.890 1.348
H -4.640 -2.184 -0.361
H -3.454 -3.021 0.717
H -5.334 -4.646 0.231
H -6.477 -3.305 0.737
H -5.838 -3.702 2.770
C 1.968 -1.019 5.357
C 0.457 -1.283 5.121
O 0.406 -2.624 4.679
H 2.474 -1.705 6.036
H 2.114 0.032 5.605
H 2.434 -1.172 4.383
H -0.018 -0.761 4.290
H -0.095 -1.118 6.046
H 0.879 -2.666 3.845
C -3.028 -1.843 -3.688
C -4.187 -0.895 -4.048
O -4.232 -0.289 -5.343
H -2.130 -1.233 -3.587
H -2.839 -2.587 -4.462
H -3.195 -2.324 -2.724
H -4.171 -0.111 -3.291
H -5.171 -1.328 -3.866
H -4.498 -1.010 -5.918
C 0.849 2.111 -4.506
C -0.533 2.316 -3.879
O -1.367 3.060 -4.721
H 1.599 1.722 -3.817
H 1.300 3.016 -4.913
H 0.737 1.391 -5.316
H -0.487 2.875 -2.945
H -1.057 1.407 -3.584
H -1.637 2.508 -5.458
C 3.611 -0.626 -1.416
C 4.549 0.441 -0.813
O 5.812 0.263 -1.394
H 3.493 -0.403 -2.477
H 2.578 -0.665 -1.071
H 4.046 -1.620 -1.312
H 4.520 0.293 0.266
H 4.198 1.441 -1.069
H 5.818 0.893 -2.118
C 2.907 -4.607 2.214
C 2.595 -3.254 1.512
O 1.550 -2.547 2.183
H 2.118 -5.354 2.122
H 3.123 -4.420 3.266
H 3.801 -5.009 1.736
H 2.357 -3.508 0.479
H 3.436 -2.563 1.465
H 1.393 -1.752 1.668
```

C40H107F3N7O17V as an isolated structure, computed with ωB97M-V with the def2-TZVPD basis set.

Calculated values
- Max |F|: 4.4 eV/A
- Charge: 0
- HOMO energy (spin up / spin down): -4.129 / -7.852 eV
- Frontier orbital gap (spin up / spin down): 4.4140 / 8.1104 eV
- Spin multiplicity: 5
- LUMO level (spin up / spin down): 0.28 / 0.26 eV

Geometry as XYZ:
```
175
C40H107F3N7O17V | the Open Molecules 2025 dataset | ωB97M-V with the def2-TZVPD basis set
V -2.979 6.576 -4.611
C -5.831 5.812 -2.300
O -4.695 5.385 -1.402
O -5.219 6.258 -3.505
C -6.956 4.690 -2.389
F -7.705 4.760 -1.211
F -7.947 4.963 -3.264
F -6.554 3.477 -2.641
C -5.025 5.138 -0.022
C -3.737 4.782 0.659
H -4.044 4.761 1.705
H -3.358 3.826 0.298
H -2.921 5.489 0.506
H -5.868 4.477 0.176
H -5.396 6.059 0.428
H -6.248 6.694 -1.815
C -7.743 1.053 -4.828
C -6.533 1.675 -5.560
O -5.873 0.737 -6.362
O -8.673 0.417 -5.745
H -8.399 1.755 -4.314
H -7.381 0.244 -4.193
H -5.806 2.119 -4.879
H -6.769 2.571 -6.135
H -5.821 -0.074 -5.850
H -8.145 -0.079 -6.375
C -5.206 0.934 1.912
C -3.871 0.088 1.768
O -2.838 0.953 1.537
O -5.247 1.222 3.245
H -6.055 0.279 1.720
H -5.107 1.842 1.316
H -3.943 -0.607 0.931
H -3.712 -0.642 2.562
H -2.841 1.515 2.315
H -6.181 1.312 3.450
C -0.374 6.825 1.992
C -1.185 8.073 1.611
O -0.403 9.196 1.742
O -0.129 6.970 3.456
H 0.504 6.640 1.373
H -0.918 5.913 1.745
H -2.002 8.247 2.311
H -1.618 7.997 0.613
H -0.937 9.953 1.489
H 0.625 7.524 3.669
C -1.815 3.605 4.857
C -1.937 5.048 5.352
O -2.454 5.936 4.365
O -1.222 3.605 3.635
H -2.652 2.911 4.941
H -1.133 3.020 5.473
H -0.933 5.341 5.661
H -2.479 5.152 6.291
H -1.632 6.261 3.989
H -1.893 4.067 3.127
C -7.349 4.779 4.988
C -7.053 4.130 3.678
C -8.266 3.242 3.173
O -8.220 1.927 3.800
C -8.997 0.955 3.126
N -6.611 5.007 2.617
H -6.528 5.457 5.218
H -7.436 4.165 5.885
H -8.228 5.424 4.968
H -6.199 3.473 3.839
H -8.219 3.195 2.085
H -9.225 3.601 3.546
H -8.800 -0.036 3.537
H -8.722 1.003 2.072
H -10.053 1.149 3.312
H -5.979 5.704 2.985
H -7.484 5.404 2.301
C -3.426 -2.088 -5.410
C -4.627 -1.841 -4.355
C -4.424 -0.465 -3.569
O -5.565 -0.246 -2.692
C -5.255 0.638 -1.616
N -5.917 -1.818 -5.012
H -3.697 -2.984 -5.970
H -2.620 -2.358 -4.728
H -3.079 -1.321 -6.102
H -4.522 -2.610 -3.589
H -4.187 0.445 -4.121
H -3.539 -0.553 -2.939
H -4.887 1.660 -1.704
H -4.570 0.170 -0.909
H -6.178 0.731 -1.043
H -6.675 -2.056 -4.387
H -5.922 -2.524 -5.734
C -3.529 9.470 -1.158
C -3.236 9.188 -2.599
C -2.206 10.200 -3.191
O -2.207 10.135 -4.568
C -1.534 11.152 -5.212
N -2.737 7.825 -2.647
H -2.713 9.345 -0.446
H -4.364 8.934 -0.708
H -3.721 10.543 -1.124
H -4.163 9.221 -3.172
H -1.158 10.054 -2.931
H -2.536 11.208 -2.940
H -1.275 10.759 -6.195
H -0.673 11.475 -4.626
H -2.191 11.965 -5.521
H -1.884 7.691 -2.123
H -3.410 7.382 -2.038
C -2.863 8.704 -7.919
C -4.115 9.069 -7.001
C -5.493 8.382 -7.551
O -6.543 9.079 -6.901
C -7.839 8.583 -7.179
N -3.982 8.459 -5.639
H -1.988 9.207 -7.506
H -3.083 9.064 -8.924
H -2.714 7.663 -8.204
H -4.205 10.150 -6.900
H -5.446 7.309 -7.371
H -5.569 8.627 -8.610
H -8.576 9.172 -6.632
H -7.756 7.554 -6.831
H -8.098 8.752 -8.224
H -3.343 9.079 -5.163
H -4.887 8.630 -5.225
C -3.259 2.658 -6.674
C -3.463 3.764 -5.583
C -2.269 3.700 -4.636
O -2.374 4.586 -3.598
C -1.285 4.579 -2.637
N -3.447 5.101 -6.304
H -2.300 2.770 -7.181
H -4.024 2.612 -7.449
H -3.039 1.640 -6.355
H -4.354 3.700 -4.959
H -1.404 3.790 -5.293
H -2.037 2.718 -4.225
H -1.516 5.206 -1.776
H -0.365 4.946 -3.093
H -0.949 3.563 -2.426
H -2.745 4.948 -7.015
H -4.225 5.096 -6.949
C -9.571 7.601 3.521
C -9.921 6.575 2.414
C -11.176 6.987 1.626
O -12.302 6.812 2.369
C -13.508 6.906 1.597
N -8.758 6.439 1.521
H -10.176 8.505 3.465
H -8.521 7.877 3.425
H -9.769 7.053 4.442
H -10.183 5.625 2.880
H -11.245 6.415 0.701
H -11.085 8.017 1.284
H -13.677 6.042 0.954
H -13.451 7.805 0.983
H -14.324 7.034 2.308
H -8.717 7.384 1.168
H -8.960 6.026 0.622
C -10.193 9.451 -1.320
C -8.828 8.827 -1.518
C -8.091 9.411 -2.610
O -7.728 10.837 -2.441
C -6.680 11.269 -3.285
N -8.016 8.951 -0.245
H -11.013 9.099 -1.945
H -10.137 10.538 -1.377
H -10.686 9.356 -0.352
H -8.812 7.755 -1.719
H -8.533 9.301 -3.600
H -7.101 8.959 -2.563
H -6.329 12.277 -3.061
H -6.843 11.241 -4.362
H -5.854 10.596 -3.058
H -7.085 8.721 -0.560
H -7.910 9.919 0.023
```

How do the records compare in molecular weight? In the order shown, they have 954.2, 795.3, 1066.3 Da.